1:
# C20H23ClN4O10P2RuS

A molecular structure, C20H23ClN4O10P2RuS (ωB97M-V/def2-TZVPD, OMol25).

Properties
Spin multiplicity   6
Molecular weight   709.960 g mol⁻¹
Net charge   -1
HOMO (alpha / beta)   -0.1050 / -0.1616 Eh
Frontier orbital gap (alpha / beta)   5.308 / 6.429 eV
Expectation value of S²   8.78

Last column: natural (NBO) charge in e.
Cartesian coordinates (Å):
Ru: -0.42016 -0.20202 -1.12689  1.188
N: -1.35780 4.13494 1.16575  -0.751
C: -1.72379 3.77302 -0.26146  -0.628
C: -2.41829 4.94685 -0.94137  -0.622
P: -0.06830 3.34107 -1.04610  2.380
O: 0.23644 4.65922 -1.96934  -1.017
O: 0.87605 3.39147 0.11266  -1.155
O: -0.20278 2.19505 -1.99116  -1.164
P: -2.90972 2.30383 -0.02427  2.379
O: -4.29636 2.85766 -0.67501  -1.012
O: -3.05495 2.31974 1.47152  -1.147
O: -2.53755 1.10368 -0.82222  -1.146
H: -0.34450 3.88675 1.24502  0.474
H: -1.98131 3.48371 1.72860  0.475
H: -1.51560 5.11395 1.37565  0.395
H: -1.76870 5.82442 -0.94865  0.210
H: -3.36368 5.18070 -0.44948  0.216
H: -2.64054 4.69242 -1.97650  0.236
H: 0.12793 4.40394 -2.89374  0.498
H: -4.46103 2.31929 -1.46040  0.505
C: 0.24586 -1.04681 3.90672  -0.415
N: 1.34303 -0.92821 2.96389  -0.359
C: 2.64862 -1.31709 3.16749  -0.046
C: 3.32993 -1.06223 2.04554  -0.090
N: 2.43495 -0.51446 1.11804  -0.379
C: 1.19750 -0.38447 1.72259  0.262
S: -0.25742 0.26684 1.21524  -0.119
C: 2.78406 -0.29556 -0.24164  0.406
C: 3.99517 -0.80082 -0.71473  -0.275
C: 4.36316 -0.53758 -2.01755  -0.147
C: 3.51694 0.21018 -2.81959  -0.261
C: 2.31219 0.60909 -2.28190  0.075
N: 1.93989 0.35384 -1.02250  -0.460
H: 0.65130 -1.34076 4.87249  0.196
H: -0.47543 -1.78640 3.55532  0.253
H: -0.27079 -0.09147 3.98735  0.230
H: 2.98174 -1.75505 4.09247  0.222
H: 4.37008 -1.20903 1.83353  0.225
H: 4.61595 -1.42424 -0.08984  0.210
H: 5.29358 -0.92863 -2.40871  0.213
H: 3.76590 0.44333 -3.84528  0.223
H: 1.58480 1.15329 -2.87153  0.245
O: 0.53748 -1.34852 -5.28855  -0.571
C: 0.11763 -1.20813 -4.17495  0.788
O: -0.56100 -0.44499 -3.49810  -0.659
C: 0.71821 -2.65134 -3.04746  0.792
O: 0.57549 -3.70152 -3.60683  -0.572
O: 1.09295 -2.15898 -1.99726  -0.663
Cl: -3.47489 -1.25548 1.60255  -0.007
C: -2.29836 -2.52807 1.51373  -0.064
C: -2.04407 -3.24594 2.67336  -0.255
C: -1.10135 -4.26334 2.68728  -0.292
C: -0.41881 -4.54669 1.50695  -0.241
C: -0.68053 -3.82657 0.35765  -0.174
C: -1.63099 -2.78036 0.30059  -0.038
C: -1.79412 -2.03253 -0.93331  -0.820
H: -2.60344 -2.99759 3.56809  0.213
H: -0.91436 -4.82638 3.59380  0.198
H: 0.31927 -5.34125 1.48566  0.199
H: -0.13158 -4.04834 -0.55164  0.209
H: -2.74036 -1.51360 -1.07190  0.233
H: -1.51350 -2.62381 -1.79964  0.204

---

2:
# C20H23ClN4O10P2RuS

A molecular structure, C20H23ClN4O10P2RuS (ωB97M-V/def2-TZVPD, OMol25).

Properties
Spin multiplicity   6
Molecular weight   709.960 g mol⁻¹
Net charge   -1
HOMO (alpha / beta)   -0.1687 / -0.1789 Eh
Frontier orbital gap (alpha / beta)   6.481 / 6.584 eV
Expectation value of S²   8.80

Last column: natural (NBO) charge in e.
Cartesian coordinates (Å):
Ru: 0.50980 -0.87262 0.01469  1.310
N: 2.60699 1.95298 2.97692  -0.744
C: 3.16576 1.85156 1.55586  -0.639
C: 4.32008 2.82728 1.40638  -0.638
P: 3.70891 0.06221 1.52207  2.413
O: 5.02241 0.03991 0.64970  -1.032
O: 3.99833 -0.14699 2.99517  -1.171
O: 2.67122 -0.79942 0.87756  -1.193
P: 1.70574 2.30915 0.51843  2.408
O: 2.18813 2.07165 -0.97165  -1.044
O: 1.44473 3.74277 0.79555  -1.157
O: 0.63781 1.30029 0.95913  -1.228
H: 3.13403 1.15266 3.45201  0.473
H: 1.60359 1.75971 2.92077  0.442
H: 2.75030 2.87632 3.37420  0.415
H: 5.13268 2.59740 2.10042  0.209
H: 3.96046 3.84728 1.56571  0.221
H: 4.70625 2.76386 0.39130  0.257
H: 4.80162 -0.31987 -0.26117  0.549
H: 2.16962 1.11074 -1.28994  0.530
C: -3.71165 -3.26634 -1.95116  -0.408
N: -3.44045 -3.17176 -0.52865  -0.357
C: -4.09687 -3.85201 0.47451  -0.043
C: -3.54322 -3.49804 1.63477  -0.086
N: -2.51588 -2.57995 1.36158  -0.377
C: -2.48487 -2.36188 -0.00798  0.269
S: -1.70545 -1.23391 -0.97149  -0.142
C: -1.56629 -2.19390 2.35202  0.394
C: -1.73583 -2.65876 3.65630  -0.280
C: -0.81544 -2.32271 4.62626  -0.138
C: 0.29099 -1.57611 4.26637  -0.267
C: 0.36948 -1.14485 2.96139  0.094
N: -0.55212 -1.41125 2.01659  -0.477
H: -4.57444 -3.91135 -2.09738  0.203
H: -2.84550 -3.67325 -2.47093  0.237
H: -3.90939 -2.27645 -2.35858  0.236
H: -4.90315 -4.53505 0.27412  0.227
H: -3.80862 -3.81364 2.62199  0.226
H: -2.58213 -3.26609 3.92793  0.210
H: -0.96208 -2.64290 5.64983  0.218
H: 1.07065 -1.32452 4.97083  0.235
H: 1.21670 -0.56656 2.62327  0.248
O: 2.94033 -3.51290 -2.34248  -0.665
C: 2.39248 -2.69186 -1.62216  0.686
O: 1.42339 -2.83643 -0.78749  -0.801
C: 2.87230 -1.20018 -1.70979  0.740
O: 4.06892 -0.91164 -1.71092  -0.715
O: 1.85436 -0.40308 -1.77642  -0.839
Cl: -0.07509 1.47414 -5.08131  0.009
C: -1.37216 2.34498 -4.33060  -0.029
C: -2.20024 3.10712 -5.12843  -0.245
C: -3.25748 3.81668 -4.56749  -0.222
C: -3.47104 3.75807 -3.18932  -0.237
C: -2.63789 3.01076 -2.39093  -0.182
C: -1.54472 2.26979 -2.92049  -0.072
C: -0.70155 1.54089 -2.07821  -0.312
H: -2.01542 3.14629 -6.19392  0.218
H: -3.90512 4.40953 -5.20040  0.204
H: -4.29231 4.30919 -2.74790  0.206
H: -2.79210 2.96747 -1.31911  0.212
H: -0.82957 1.60388 -1.00738  0.209
H: 0.11004 0.95168 -2.47992  0.231

---

Most stable: 2. Least stable: 1.

---

1:
# C7H13N

C7H13N in the gas phase (ωB97M-V/def2-TZVPD, OMol25).

Properties
Spin multiplicity   1
Molecular weight   111.188 g mol⁻¹
Net charge   0
HOMO   -0.3205 Eh
Frontier orbital gap   9.781 eV
SMILES   C=C/C=C/CCCN

Last column: natural (NBO) charge in e.
Cartesian coordinates (Å):
C: 1.26787 -1.07886 -3.97319  -0.376
C: 1.20780 -0.43774 -2.79053  -0.203
C: 0.28207 -0.82292 -1.67951  -0.245
C: -0.24605 0.05921 -0.80341  -0.148
C: -0.90513 -0.54034 0.45932  -0.444
C: -1.31267 0.65755 1.41067  -0.402
C: -0.07528 1.19691 2.23334  -0.225
N: 0.17800 0.76361 3.61588  -0.826
H: 0.58692 -1.87902 -4.06333  0.184
H: 1.92350 -0.84292 -4.71546  0.195
H: 1.96015 0.39282 -2.62314  0.203
H: 0.08794 -1.82899 -1.44372  0.196
H: -0.28182 1.09897 -1.00410  0.196
H: -0.21919 -1.26979 0.82564  0.212
H: -1.78459 -1.05792 0.09628  0.214
H: -1.81110 1.39146 0.78561  0.212
H: -2.11612 0.33458 2.14779  0.204
H: 0.82552 1.16119 1.66093  0.181
H: -0.25692 2.31558 2.31508  0.172
H: -0.39785 -0.06241 3.78200  0.346
H: 1.08697 0.44905 3.76387  0.355

---

2:
# C7H13N

C7H13N in the gas phase (ωB97M-V/def2-TZVPD, OMol25).

Properties
Spin multiplicity   1
Molecular weight   111.188 g mol⁻¹
Net charge   0
HOMO   -0.3216 Eh
Frontier orbital gap   9.826 eV
SMILES   C=C/C=C(/C)CCN

Last column: natural (NBO) charge in e.
Cartesian coordinates (Å):
C: -0.58357 -2.82554 0.77001  -0.393
C: -0.54824 -1.63229 1.34700  -0.210
C: -1.35863 -0.49449 0.82093  -0.248
C: -0.86045 0.63591 0.32580  0.050
C: -1.75964 1.60620 -0.38182  -0.645
C: 0.59591 0.93813 0.30135  -0.456
C: 1.29075 0.68347 -1.06688  -0.203
N: 2.67912 0.34531 -0.84553  -0.832
H: -1.13501 -2.99978 -0.14738  0.192
H: -0.03258 -3.66981 1.15945  0.196
H: 0.18632 -1.40211 2.11125  0.202
H: -2.41639 -0.72795 0.89133  0.206
H: -1.61861 2.61821 0.02762  0.209
H: -1.43826 1.74185 -1.41358  0.218
H: -2.81462 1.47734 -0.16585  0.224
H: 0.77432 1.98192 0.59117  0.212
H: 1.20918 0.45928 1.02863  0.217
H: 1.18191 1.58419 -1.65353  0.185
H: 0.70138 -0.06003 -1.61989  0.161
H: 2.79160 -0.53756 -0.36790  0.356
H: 3.15551 0.27779 -1.71216  0.357

---

3:
# C7H13N

C7H13N in the gas phase (ωB97M-V/def2-TZVPD, OMol25).

Properties
Spin multiplicity   1
Molecular weight   111.188 g mol⁻¹
Net charge   0
HOMO   -0.3302 Eh
Frontier orbital gap   9.998 eV
SMILES   C=CC(=C)CCCN

Last column: natural (NBO) charge in e.
Cartesian coordinates (Å):
C: 0.03977 2.42049 -2.04988  -0.370
C: 0.87260 1.94573 -1.13906  -0.220
C: 0.38569 1.27818 0.09753  -0.020
C: -0.57777 1.79881 0.85160  -0.401
C: 1.04511 -0.03417 0.41435  -0.429
C: 0.32380 -1.24994 -0.22769  -0.396
C: -0.91316 -1.73758 0.52835  -0.223
N: -0.63982 -3.05934 1.10804  -0.833
H: -1.03798 2.41052 -1.94849  0.197
H: 0.39657 2.81883 -3.00001  0.197
H: 1.94016 1.92473 -1.31616  0.206
H: -0.88073 1.32215 1.77709  0.196
H: -0.99810 2.75608 0.56391  0.202
H: 1.12415 -0.20885 1.48936  0.206
H: 2.04473 -0.06836 -0.03200  0.209
H: 1.05998 -2.04687 -0.33608  0.214
H: 0.04800 -0.95945 -1.24850  0.208
H: -1.21774 -1.00226 1.27920  0.166
H: -1.69670 -1.90235 -0.21204  0.192
H: -1.43908 -3.41092 1.62336  0.354
H: 0.12051 -2.99543 1.77711  0.344

---

4:
# C7H13N

2 unconnected molecules or ions with the total composition C7H13N (ωB97M-V/def2-TZVPD, OMol25).

Properties
Spin multiplicity   1
Molecular weight   111.188 g mol⁻¹
Net charge   0
HOMO   -0.3054 Eh
Frontier orbital gap   9.357 eV

Last column: natural (NBO) charge in e.
Cartesian coordinates (Å):
C: 0.17024 1.80722 -0.66627  0.033
C: 0.32647 0.47764 -0.21161  0.107
C: -0.35212 -0.86185 -2.86804  -0.670
C: 0.25153 1.30501 2.14643  -0.597
C: -0.06487 -1.09175 1.75393  -0.596
C: -0.81287 -1.05615 -1.45964  -0.347
C: 0.67591 0.14505 1.27165  -0.267
N: 1.26324 1.25289 -1.10035  -0.328
H: -0.34406 2.67782 -0.65285  0.203
H: 0.26573 -1.75478 -3.19490  0.211
H: 0.33269 -0.06154 -2.83605  0.228
H: -1.12295 -0.59972 -3.56801  0.211
H: -0.75821 1.52139 1.91981  0.204
H: 0.97480 2.15907 1.74238  0.198
H: 0.52002 0.94309 3.11462  0.216
H: 0.03385 -1.80577 0.97505  0.214
H: -1.08828 -0.90707 1.80871  0.200
H: 0.41005 -1.32465 2.70000  0.205
H: -0.51821 -1.94259 -1.02871  0.177
H: -1.90514 -0.84312 -1.32480  0.192
H: 1.74219 -0.04022 1.47867  0.206

---

Most stable: 3. Least stable: 4.

---

1:
# C7H13N

C7H13N in the gas phase (ωB97M-V/def2-TZVPD, OMol25).

Properties
Spin multiplicity   1
Molecular weight   111.188 g mol⁻¹
Net charge   0
HOMO   -0.2679 Eh
Frontier orbital gap   8.313 eV
SMILES   CC1=CC(C)(C)N1C

Last column: natural (NBO) charge in e.
Cartesian coordinates (Å):
C: -1.61403 -1.86328 0.99012  -0.667
C: -0.94724 -0.66565 0.36996  0.225
C: -1.06382 0.67200 0.65078  -0.423
C: 0.09622 1.11433 -0.12410  0.238
C: 1.44251 1.19963 0.56049  -0.634
C: -0.12267 2.13570 -1.21002  -0.662
N: -0.01149 -0.64244 -0.59224  -0.434
C: 0.98309 -1.69376 -0.69011  -0.433
H: -1.14268 -2.12449 1.94239  0.229
H: -2.65431 -1.61881 1.21903  0.232
H: -1.61325 -2.73298 0.32911  0.215
H: -1.88531 1.25683 1.04096  0.210
H: 2.26258 1.12289 -0.15983  0.208
H: 1.56429 0.42671 1.32107  0.219
H: 1.53215 2.17500 1.05502  0.217
H: 0.51723 3.01723 -1.11899  0.215
H: -1.15801 2.49094 -1.23721  0.223
H: 0.06652 1.68307 -2.18826  0.242
H: 1.65578 -1.72339 0.17804  0.171
H: 0.50619 -2.67968 -0.74739  0.208
H: 1.58626 -1.54984 -1.58881  0.203

---

2:
# C7H13N

C7H13N in the gas phase (ωB97M-V/def2-TZVPD, OMol25).

Properties
Spin multiplicity   1
Molecular weight   111.188 g mol⁻¹
Net charge   0
HOMO   -0.2967 Eh
Frontier orbital gap   9.057 eV
SMILES   C/C=C/C/C(C)=C/N

Last column: natural (NBO) charge in e.
Cartesian coordinates (Å):
C: -0.48113 2.52588 2.09811  -0.653
C: -0.82045 1.44451 1.10417  -0.177
C: -0.31347 1.43922 -0.12631  -0.193
C: -0.72375 0.41392 -1.07645  -0.466
C: 0.14340 -0.74533 -0.92300  -0.066
C: 1.33267 -0.60583 -1.80973  -0.660
C: -0.09798 -1.62960 0.03960  -0.008
N: 0.61722 -2.86458 0.47628  -0.806
H: -0.74006 1.97813 3.09264  0.211
H: -1.23200 3.31885 1.85715  0.227
H: 0.58980 2.78140 1.97970  0.221
H: -1.56389 0.63331 1.45563  0.195
H: 0.65630 2.08983 -0.38785  0.199
H: -0.61384 0.69184 -2.13775  0.214
H: -1.79912 0.17780 -0.94238  0.221
H: 2.15264 -1.29952 -1.94874  0.222
H: 1.94735 0.24733 -1.45304  0.214
H: 1.04096 -0.43282 -2.85767  0.217
H: -1.14079 -1.59987 0.42197  0.178
H: 1.51637 -2.74581 0.19974  0.348
H: 0.63001 -2.84500 1.54826  0.361

---

Most stable: 1. Least stable: 2.